Record 1
C9H17BiClI2N2OPSe | wB97M-V/def2-TZVPD

Each line ends with the natural charge from an NBO analysis.
Geometry (Å):
I (1.810, 0.960, 2.056)  0.189
I (1.773, -0.107, -2.072)  0.164
Bi (-0.367, 1.406, -0.299)  1.355
P (2.092, 2.832, -0.601)  0.943
C (3.844, 2.303, -0.447)  -0.965
C (2.125, 3.612, -2.254)  -0.982
H (1.045, 4.684, 0.513)  0.269
H (2.743, 5.079, 0.032)  0.275
H (2.420, 4.041, 1.488)  0.257
C (2.081, 4.312, 0.477)  -0.980
H (1.099, 3.929, -2.494)  0.269
H (2.792, 4.492, -2.217)  0.274
H (4.471, 3.188, -0.649)  0.277
H (4.069, 1.509, -1.170)  0.255
H (2.488, 2.889, -3.000)  0.258
H (4.048, 1.926, 0.563)  0.255
C (2.366, -0.737, 0.299)  0.401
O (3.328, -1.366, 0.454)  -0.457
Cl (-1.456, 3.628, -0.884)  -0.488
C (-3.212, -1.619, 2.635)  -0.418
N (-3.104, -2.508, 1.491)  -0.315
C (-4.059, -3.442, 1.125)  -0.037
C (-3.585, -4.102, 0.046)  -0.026
N (-2.347, -3.576, -0.252)  -0.314
C (-1.475, -4.024, -1.321)  -0.419
C (-2.035, -2.591, 0.643)  0.214
Se (-0.434, -1.681, 0.754)  -0.189
H (-2.408, -0.865, 2.544)  0.228
H (-3.121, -2.180, 3.579)  0.243
H (-4.210, -1.151, 2.638)  0.238
H (-4.981, -3.541, 1.654)  0.260
H (-4.004, -4.875, -0.551)  0.256
H (-1.005, -4.985, -1.069)  0.240
H (-2.082, -4.191, -2.219)  0.237
H (-0.708, -3.250, -1.490)  0.234

Values from the calculation:
**Net charge**: +2
**HOMO (spin up / spin down)**: -14.13 / -14.15 eV
**2S+1**: 1
**ΔE to the lowest compared entry with this formula, charge and spin**: 1.013 eV



Record 2
C9H17Br4ClNO2 | wB97M-V/def2-TZVPD

Each line ends with the natural charge from an NBO analysis.
Geometry (Å):
C (-1.924, 1.897, -2.007)  -0.623
C (-2.510, 0.380, -1.997)  -0.440
C (-1.376, -0.661, -1.575)  -0.135
Cl (-2.147, -1.977, -0.495)  -0.156
C (-0.666, -1.420, -2.794)  -0.175
N (0.813, -1.465, -2.450)  -0.830
C (-0.785, -0.682, -4.210)  0.712
O (0.269, -0.089, -4.657)  -0.737
O (-1.900, -0.666, -5.010)  -0.819
H (-0.816, 1.942, -2.267)  0.229
H (-2.573, 2.597, -2.639)  0.214
H (-2.011, 2.251, -0.909)  0.187
H (-3.288, 0.372, -1.143)  0.194
H (-3.081, 0.115, -2.944)  0.268
H (-0.565, -0.123, -0.958)  0.222
H (-1.017, -2.504, -2.785)  0.197
H (0.843, -1.936, -1.533)  0.328
H (1.288, -2.042, -3.156)  0.363
Br (0.554, -3.729, 1.332)  0.003
C (2.377, -3.039, 1.371)  -0.457
C (2.457, -1.752, 2.152)  -0.454
Br (1.766, -0.254, 1.115)  0.007
H (2.700, -2.936, 0.335)  0.237
H (2.966, -3.820, 1.854)  0.221
H (3.496, -1.495, 2.365)  0.221
H (1.895, -1.779, 3.086)  0.228
Br (0.055, 4.648, 2.451)  -0.011
C (0.387, 3.563, 4.036)  -0.448
C (0.644, 2.123, 3.671)  -0.461
Br (-1.012, 1.199, 3.222)  0.000
H (-0.471, 3.694, 4.696)  0.228
H (1.268, 4.005, 4.503)  0.221
H (1.051, 1.577, 4.524)  0.221
H (1.313, 2.007, 2.818)  0.245

Values from the calculation:
**Net charge**: -1
**HOMO**: -3.79 eV
**2S+1**: 1



Record 3
C9H17Br8Cl3 | wB97M-V/def2-TZVPD

Each line ends with the natural charge from an NBO analysis.
Geometry (Å):
Cl (7.088, 4.193, 14.388)  0.042
C (7.403, 3.674, 12.781)  -0.287
Cl (8.818, 4.613, 12.146)  -0.032
Cl (6.056, 3.825, 11.650)  0.032
H (7.744, 2.648, 12.812)  0.241
Br (10.196, 2.826, 15.944)  -0.017
C (10.343, 4.735, 15.621)  -0.449
C (11.180, 5.368, 16.726)  -0.420
Br (11.164, 7.343, 16.502)  -0.029
H (9.343, 5.147, 15.665)  0.229
H (10.780, 4.823, 14.634)  0.230
H (12.223, 5.085, 16.722)  0.228
H (10.673, 5.130, 17.656)  0.224
Br (12.437, -1.551, 12.851)  -0.005
C (10.520, -1.527, 13.263)  -0.447
C (9.949, -0.171, 12.954)  -0.422
Br (7.974, -0.209, 13.170)  -0.039
H (10.365, -1.832, 14.292)  0.230
H (10.055, -2.272, 12.622)  0.228
H (10.096, 0.130, 11.921)  0.228
H (10.332, 0.635, 13.575)  0.233
Br (8.905, 9.605, 14.272)  -0.024
C (10.153, 8.849, 12.955)  -0.438
C (9.332, 8.249, 11.848)  -0.425
Br (10.593, 7.482, 10.519)  -0.035
H (10.829, 8.175, 13.476)  0.233
H (10.768, 9.693, 12.655)  0.227
H (8.806, 9.030, 11.310)  0.228
H (8.647, 7.487, 12.202)  0.235
Br (3.800, 2.394, 17.555)  -0.021
C (5.740, 2.063, 17.419)  -0.438
C (6.022, 0.639, 17.845)  -0.432
Br (7.792, 0.141, 17.144)  -0.024
H (6.252, 2.784, 18.052)  0.225
H (6.053, 2.279, 16.403)  0.233
H (5.298, -0.062, 17.444)  0.230
H (6.050, 0.516, 18.922)  0.227

Values from the calculation:
**HOMO**: -10.25 eV
**SMILES**: ClC(Cl)Cl.BrCCBr.BrCCBr.BrCCBr.BrCCBr
**2S+1**: 1
**ΔE to the lowest compared entry with this formula, charge and spin**: 0.012 eV



Record 4
C9H17ClN2OP | wB97M-V/def2-TZVPD

Each line ends with the natural charge from an NBO analysis.
Geometry (Å):
C (-2.612, 1.408, 1.049)  0.521
C (1.532, 1.248, -0.333)  0.518
C (0.722, 2.473, -0.430)  -0.701
C (3.089, 1.324, -0.355)  -0.679
C (1.351, -1.724, -1.582)  -0.621
C (1.015, -2.062, 0.973)  -0.597
C (-3.686, 1.911, 1.561)  -0.585
C (-5.408, -1.202, -0.332)  0.299
C (1.605, -1.203, -0.131)  -0.058
N (-1.502, 0.931, 0.799)  -0.882
N (0.863, 0.132, -0.264)  -0.559
O (-4.571, -0.378, -0.386)  -0.522
P (-1.020, -0.112, -0.380)  1.247
Cl (-1.311, 1.040, -2.013)  -0.249
H (0.922, 2.875, -1.341)  0.252
H (-0.346, 2.256, -0.323)  0.248
H (1.036, 3.227, 0.304)  0.264
H (3.407, 0.418, -0.756)  0.230
H (3.390, 2.068, -1.071)  0.255
H (3.564, 1.561, 0.615)  0.273
H (0.288, -2.259, -1.682)  0.224
H (1.307, -0.976, -2.253)  0.207
H (2.139, -2.418, -1.898)  0.238
H (1.305, -1.609, 1.862)  0.221
H (1.296, -3.027, 0.898)  0.237
H (-0.140, -2.034, 0.909)  0.209
H (-4.118, 1.229, 2.325)  0.276
H (-4.083, 2.891, 1.517)  0.274
H (-5.716, -1.838, -1.179)  0.126
H (-5.601, -1.634, 0.708)  0.101
H (2.660, -1.258, -0.040)  0.235

Values from the calculation:
**Net charge**: +1
**HOMO**: -12.23 eV
**2S+1**: 1
**ΔE to the lowest compared entry with this formula, charge and spin**: 2.018 eV



Record 5
C9H17ClNO | wB97M-V/def2-TZVPD

Each line ends with the natural charge from an NBO analysis.
Geometry (Å):
C (-1.612, -1.489, -0.068)  0.011
C (-1.940, -0.215, -0.383)  -0.154
C (-0.995, 0.741, -1.000)  -0.412
C (0.078, 1.311, 0.039)  -0.196
C (0.995, 0.229, 0.447)  0.780
C (0.846, 2.426, -0.689)  -0.594
C (-0.670, 1.901, 1.240)  -0.643
C (2.134, -0.194, -0.389)  -0.750
C (-0.005, -3.334, 0.132)  -0.408
N (-0.425, -2.058, -0.384)  -0.590
O (0.906, -0.344, 1.607)  -0.573
Cl (-3.498, 0.398, 0.079)  0.022
H (-2.293, -2.106, 0.500)  0.229
H (-0.453, 0.298, -1.836)  0.217
H (-1.540, 1.609, -1.366)  0.267
H (1.674, 2.777, -0.077)  0.226
H (0.179, 3.266, -0.864)  0.247
H (1.235, 2.107, -1.651)  0.225
H (-1.341, 1.183, 1.710)  0.228
H (-1.290, 2.727, 0.906)  0.261
H (0.032, 2.295, 1.974)  0.227
H (2.993, 0.449, -0.166)  0.296
H (1.928, -0.083, -1.451)  0.259
H (2.434, -1.211, -0.145)  0.269
H (0.309, -3.997, -0.676)  0.220
H (0.834, -3.204, 0.823)  0.194
H (-0.823, -3.804, 0.674)  0.222
H (0.105, -1.694, -1.159)  0.389
H (0.201, 0.016, 2.176)  0.532

Values from the calculation:
**Net charge**: +1
**HOMO**: -11.48 eV
**2S+1**: 1
**ΔE to the lowest compared entry with this formula, charge and spin**: 0.000 eV



Record 6
C9H17CoF2O4 | wB97M-V/def2-TZVPD

Each line ends with the Mulliken spin population.
Geometry (Å):
Co (0.880, 0.056, -0.036)  3.132
C (-0.542, 2.149, -1.343)  -0.001
C (-0.843, 0.995, -2.282)  0.000
O (0.071, -0.086, -1.982)  0.052
C (-0.375, -1.419, -2.328)  -0.003
C (-0.146, -2.354, -1.134)  0.007
O (-0.404, -1.546, 0.024)  0.056
C (-0.465, -2.146, 1.328)  -0.004
C (-0.783, -0.988, 2.255)  0.002
O (0.121, 0.098, 1.952)  0.057
C (-0.345, 1.420, 2.311)  0.002
C (-0.168, 2.355, 1.113)  0.005
O (-0.525, 1.557, -0.031)  0.066
H (0.419, 2.621, -1.569)  -0.004
H (-1.332, 2.897, -1.412)  0.004
H (-1.867, 0.652, -2.127)  0.003
H (-0.716, 1.311, -3.317)  0.004
H (-1.432, -1.388, -2.586)  0.001
H (0.194, -1.771, -3.188)  -0.002
H (-0.840, -3.193, -1.180)  0.002
H (0.875, -2.744, -1.106)  -0.006
H (-1.268, -2.882, 1.367)  0.003
H (0.482, -2.632, 1.577)  -0.001
H (-1.809, -0.659, 2.089)  0.001
H (-0.663, -1.291, 3.295)  0.002
H (-1.396, 1.370, 2.590)  0.000
H (0.234, 1.787, 3.157)  0.002
H (-0.828, 3.217, 1.209)  0.002
H (0.864, 2.711, 1.023)  -0.006
F (2.851, -1.244, 0.174)  0.089
C (2.938, 0.084, -0.089)  0.443
F (3.085, 0.756, 1.051)  0.087
H (3.731, 0.309, -0.807)  0.003

Values from the calculation:
**Net charge**: +2
**HOMO (spin up / spin down)**: -18.10 / -18.55 eV
**2S+1**: 5
**ΔE to the lowest compared entry with this formula, charge and spin**: 0.000 eV



The highest 2S+1 belongs to which entry?
C9H17CoF2O4



Please write out number 3 again, unchanged.
C9H17Br8Cl3 | wB97M-V/def2-TZVPD

Each line ends with the natural charge from an NBO analysis.
Geometry (Å):
Cl (7.088, 4.193, 14.388)  0.042
C (7.403, 3.674, 12.781)  -0.287
Cl (8.818, 4.613, 12.146)  -0.032
Cl (6.056, 3.825, 11.650)  0.032
H (7.744, 2.648, 12.812)  0.241
Br (10.196, 2.826, 15.944)  -0.017
C (10.343, 4.735, 15.621)  -0.449
C (11.180, 5.368, 16.726)  -0.420
Br (11.164, 7.343, 16.502)  -0.029
H (9.343, 5.147, 15.665)  0.229
H (10.780, 4.823, 14.634)  0.230
H (12.223, 5.085, 16.722)  0.228
H (10.673, 5.130, 17.656)  0.224
Br (12.437, -1.551, 12.851)  -0.005
C (10.520, -1.527, 13.263)  -0.447
C (9.949, -0.171, 12.954)  -0.422
Br (7.974, -0.209, 13.170)  -0.039
H (10.365, -1.832, 14.292)  0.230
H (10.055, -2.272, 12.622)  0.228
H (10.096, 0.130, 11.921)  0.228
H (10.332, 0.635, 13.575)  0.233
Br (8.905, 9.605, 14.272)  -0.024
C (10.153, 8.849, 12.955)  -0.438
C (9.332, 8.249, 11.848)  -0.425
Br (10.593, 7.482, 10.519)  -0.035
H (10.829, 8.175, 13.476)  0.233
H (10.768, 9.693, 12.655)  0.227
H (8.806, 9.030, 11.310)  0.228
H (8.647, 7.487, 12.202)  0.235
Br (3.800, 2.394, 17.555)  -0.021
C (5.740, 2.063, 17.419)  -0.438
C (6.022, 0.639, 17.845)  -0.432
Br (7.792, 0.141, 17.144)  -0.024
H (6.252, 2.784, 18.052)  0.225
H (6.053, 2.279, 16.403)  0.233
H (5.298, -0.062, 17.444)  0.230
H (6.050, 0.516, 18.922)  0.227

Values from the calculation:
**HOMO**: -10.25 eV
**SMILES**: ClC(Cl)Cl.BrCCBr.BrCCBr.BrCCBr.BrCCBr
**2S+1**: 1
**ΔE to the lowest compared entry with this formula, charge and spin**: 0.012 eV